# 1
Here is C23H49N4OP3Pt as an isolated structure in a non-equilibrium geometry from OMol25. Energies are from wB97M-V/def2-TZVPD.

```
81
C23H49N4OP3Pt (wB97M-V/def2-TZVPD)
Pt 0.583 0.127 0.017
P -0.248 -2.022 -0.314
P 2.327 -1.151 1.747
P 2.056 1.796 0.316
O -2.996 0.917 -3.370
N -3.187 0.425 2.353
N -0.942 0.795 1.426
N -1.431 1.420 3.753
N -2.402 2.709 1.905
C -1.370 2.188 1.016
C 2.509 2.802 1.797
C 0.835 -3.041 -1.356
C -1.086 -0.513 -3.558
C -2.161 -0.105 1.478
C 3.698 1.365 -0.354
C 1.627 3.198 -0.774
C -0.611 -3.296 1.009
C -1.847 2.756 3.281
C 1.689 -2.215 3.117
C -0.403 -1.525 -4.236
C 1.151 1.180 -3.486
C -0.426 0.853 2.850
C 3.440 -0.145 2.818
C -2.642 0.545 3.721
C -1.118 -2.337 -5.133
C 0.099 1.998 -3.257
C 3.524 -2.202 0.846
C -2.485 -2.107 -5.359
C -2.392 -0.195 -3.904
C -3.563 1.799 1.868
C -1.873 -2.135 -1.139
C -3.124 -1.017 -4.766
H 3.355 3.434 1.472
H 0.475 1.478 2.883
H -1.748 2.115 -0.012
H 4.079 -1.585 0.128
H 2.460 -2.956 3.366
H -1.385 -3.965 0.605
H -1.720 -2.608 -2.109
H 4.216 2.321 -0.547
H 0.653 3.640 -0.529
H -2.368 -0.452 4.090
H -0.996 -2.862 1.943
H 1.489 -1.575 3.986
H -2.624 3.128 3.960
H 2.999 -2.994 0.300
H -0.921 1.824 -3.681
H 0.215 -3.479 -2.151
H 0.289 -3.896 1.200
H 0.768 -2.726 2.832
H 4.113 -0.814 3.371
H -3.400 1.004 4.368
H 4.036 0.565 2.240
H -0.980 3.432 3.294
H 1.043 0.183 -3.965
H 2.184 1.499 -3.357
H 2.813 0.389 3.544
H -4.353 2.182 2.523
H -0.588 -0.008 -2.736
H 4.228 -2.651 1.562
H 1.262 -3.857 -0.752
H -4.169 -0.754 -4.900
H -0.193 -0.169 3.178
H 0.170 3.023 -2.859
H -0.606 -3.145 -5.646
H 1.644 -2.455 -1.809
H 0.673 -1.689 -4.036
H 2.829 2.234 2.681
H 3.578 0.824 -1.304
H 4.306 0.761 0.332
H 2.387 4.009 -0.754
H -2.557 -0.181 0.463
H 1.591 2.730 -1.757
H 1.668 3.464 2.069
H -3.902 0.906 -3.676
H -2.552 -2.752 -0.544
H -1.845 -1.076 1.864
H -3.926 1.705 0.829
H -3.092 -2.734 -6.025
H -2.341 -1.164 -1.317
H -0.487 2.833 1.070
```

Values from the calculation:
Molecular weight: 685.67 g/mol
Largest force on an atom: 3.95 eV Å⁻¹
Energy: -2341.7433 hartree
HOMO-LUMO gap (spin up / spin down): 0.305 / 0.184 Ha
Energy above the lowest of the compared OMol25 structures with the same formula, charge and spin: 41.37 kcal/mol
Multiplicity: 5
Total charge: +4

Mulliken population analysis, charges in e, atoms 1 to 6: atom 1 (Pt): 1.473, atom 2 (P): 1.168, atom 3 (P): 0.730, atom 4 (P): 0.608, atom 5 (O): -0.335, atom 6 (N): 0.506

=====

# 2
Here is C23H50AuN4OS2Si4 as an isolated structure in a non-equilibrium geometry from OMol25. Energies are from wB97M-V/def2-TZVPD.

```
85
C23H50AuN4OS2Si4 (wB97M-V/def2-TZVPD)
Au 0.486 -0.209 -0.578
S -0.210 -3.428 -0.375
S 2.890 -0.479 0.206
Si 0.852 3.159 1.744
Si -1.721 3.065 -1.344
Si 0.333 2.205 -0.411
Si 2.407 2.971 -2.073
O 0.403 -2.491 -1.360
N 0.235 -0.957 1.641
N 3.565 -1.089 2.639
N 1.330 -1.102 2.380
N -1.772 -0.877 -0.105
C 4.101 2.398 -1.452
C -3.083 2.568 -0.098
C -0.948 -1.112 2.130
C 2.522 2.629 2.493
C 0.773 -5.450 -2.992
C 0.802 5.067 1.684
C -0.601 2.565 2.833
C 1.097 -4.513 1.796
C -0.586 -4.782 -2.841
C -2.736 -0.952 -1.002
C -2.092 2.251 -3.031
C 2.221 4.859 -2.164
C 2.505 -0.921 1.829
C -1.078 -4.708 -1.406
C -2.058 -1.013 1.198
C 1.836 2.041 -3.623
C -3.389 -1.121 1.624
C -1.201 -1.445 3.567
C -4.395 -1.191 0.680
C -4.065 -1.144 -0.670
C -1.765 4.964 -1.570
C -0.243 -5.111 2.212
C 1.208 -4.430 0.280
H -1.776 1.212 -3.041
H 2.948 5.284 -2.849
H -1.530 3.042 2.540
H 4.298 2.720 -0.435
H 1.017 -5.555 -4.046
H -2.900 1.574 0.296
H -0.314 -5.171 3.295
H -1.577 2.761 -3.839
H 4.170 1.314 -1.472
H 1.203 -3.519 2.236
H -4.810 -1.264 -1.436
H -1.709 -2.403 3.650
H 1.550 -4.848 -2.529
H -3.133 3.252 0.740
H 0.891 5.497 2.676
H -0.527 -3.766 -3.236
H -4.066 2.555 -0.563
H 1.720 0.981 -3.417
H -3.623 -1.171 2.674
H 2.100 -3.889 -0.030
H 2.552 1.558 2.662
H 1.614 5.465 1.086
H -1.815 -0.683 4.043
H 1.237 5.144 -2.518
H -2.415 -0.874 -2.030
H -2.120 -4.390 -1.390
H 2.565 2.138 -4.422
H 3.346 2.877 1.832
H 2.714 3.114 3.445
H 4.898 2.795 -2.078
H -0.441 2.789 3.884
H 0.779 -6.442 -2.545
H -0.360 -6.113 1.802
H -1.527 5.482 -0.647
H 3.414 -1.379 3.589
H -3.153 2.273 -3.263
H 2.377 5.324 -1.197
H -1.327 -5.328 -3.429
H -0.129 5.424 1.260
H -2.748 5.303 -1.887
H -1.057 5.294 -2.324
H 4.493 -1.010 2.266
H 0.890 2.416 -3.998
H 1.916 -5.127 2.179
H -5.422 -1.296 0.990
H -1.061 -4.489 1.850
H 1.203 -5.422 -0.164
H -0.995 -5.655 -0.877
H -0.736 1.492 2.743
H -0.248 -1.505 4.083
```

Values from the calculation:
Molecular weight: 772.13 g/mol
Largest force on an atom: 2.66 eV Å⁻¹
Energy: -3290.5061 hartree
HOMO-LUMO gap (spin up / spin down): 0.202 / 0.202 Ha
Total charge: +1

Mulliken population analysis, charges in e, atoms 1 to 6: atom 1 (Au): 1.129, atom 2 (S): 1.003, atom 3 (S): -0.487, atom 4 (Si): 0.413, atom 5 (Si): 0.366, atom 6 (Si): -0.423

=====

Copy entry 1 word for word.
Here is C23H49N4OP3Pt as an isolated structure in a non-equilibrium geometry from OMol25. Energies are from wB97M-V/def2-TZVPD.

```
81
C23H49N4OP3Pt (wB97M-V/def2-TZVPD)
Pt 0.583 0.127 0.017
P -0.248 -2.022 -0.314
P 2.327 -1.151 1.747
P 2.056 1.796 0.316
O -2.996 0.917 -3.370
N -3.187 0.425 2.353
N -0.942 0.795 1.426
N -1.431 1.420 3.753
N -2.402 2.709 1.905
C -1.370 2.188 1.016
C 2.509 2.802 1.797
C 0.835 -3.041 -1.356
C -1.086 -0.513 -3.558
C -2.161 -0.105 1.478
C 3.698 1.365 -0.354
C 1.627 3.198 -0.774
C -0.611 -3.296 1.009
C -1.847 2.756 3.281
C 1.689 -2.215 3.117
C -0.403 -1.525 -4.236
C 1.151 1.180 -3.486
C -0.426 0.853 2.850
C 3.440 -0.145 2.818
C -2.642 0.545 3.721
C -1.118 -2.337 -5.133
C 0.099 1.998 -3.257
C 3.524 -2.202 0.846
C -2.485 -2.107 -5.359
C -2.392 -0.195 -3.904
C -3.563 1.799 1.868
C -1.873 -2.135 -1.139
C -3.124 -1.017 -4.766
H 3.355 3.434 1.472
H 0.475 1.478 2.883
H -1.748 2.115 -0.012
H 4.079 -1.585 0.128
H 2.460 -2.956 3.366
H -1.385 -3.965 0.605
H -1.720 -2.608 -2.109
H 4.216 2.321 -0.547
H 0.653 3.640 -0.529
H -2.368 -0.452 4.090
H -0.996 -2.862 1.943
H 1.489 -1.575 3.986
H -2.624 3.128 3.960
H 2.999 -2.994 0.300
H -0.921 1.824 -3.681
H 0.215 -3.479 -2.151
H 0.289 -3.896 1.200
H 0.768 -2.726 2.832
H 4.113 -0.814 3.371
H -3.400 1.004 4.368
H 4.036 0.565 2.240
H -0.980 3.432 3.294
H 1.043 0.183 -3.965
H 2.184 1.499 -3.357
H 2.813 0.389 3.544
H -4.353 2.182 2.523
H -0.588 -0.008 -2.736
H 4.228 -2.651 1.562
H 1.262 -3.857 -0.752
H -4.169 -0.754 -4.900
H -0.193 -0.169 3.178
H 0.170 3.023 -2.859
H -0.606 -3.145 -5.646
H 1.644 -2.455 -1.809
H 0.673 -1.689 -4.036
H 2.829 2.234 2.681
H 3.578 0.824 -1.304
H 4.306 0.761 0.332
H 2.387 4.009 -0.754
H -2.557 -0.181 0.463
H 1.591 2.730 -1.757
H 1.668 3.464 2.069
H -3.902 0.906 -3.676
H -2.552 -2.752 -0.544
H -1.845 -1.076 1.864
H -3.926 1.705 0.829
H -3.092 -2.734 -6.025
H -2.341 -1.164 -1.317
H -0.487 2.833 1.070
```

Values from the calculation:
Molecular weight: 685.67 g/mol
Largest force on an atom: 3.95 eV Å⁻¹
Energy: -2341.7433 hartree
HOMO-LUMO gap (spin up / spin down): 0.305 / 0.184 Ha
Energy above the lowest of the compared OMol25 structures with the same formula, charge and spin: 41.37 kcal/mol
Multiplicity: 5
Total charge: +4

Mulliken population analysis, charges in e, atoms 1 to 6: atom 1 (Pt): 1.473, atom 2 (P): 1.168, atom 3 (P): 0.730, atom 4 (P): 0.608, atom 5 (O): -0.335, atom 6 (N): 0.506

=====

- total charge of number 2 (C23H50AuN4OS2Si4)?
  +1

=====

- Which value of molecular weight does entry 2 give?
  772.13 g/mol

=====

- Which value of total charge does entry 1 give?
  +4